1.
{
  "formula": "C2H4N2OS",
  "method": "ωB97M-V with the def2-TZVPD basis set",
  "elements": ["C", "C", "N", "N", "O", "S", "H", "H", "H", "H"],
  "coordinates": [[0.338, 2.011, -0.213], [-0.552, -1.581, -0.373], [2.169, 0.456, -0.568], [1.252, 1.296, -0.768], [-0.889, -0.809, 0.510], [1.955, 0.740, -2.342], [-0.193, 2.562, -0.919], [-0.025, 2.014, 0.751], [-1.308, -1.914, -1.094], [0.511, -1.768, -0.680]],
  "orbital_gap_ev": 7.962,
  "multiplicity": 1,
  "e_homo_ev": -8.324,
  "de_lowest_kcal_mol": 147.7
}



2.
{
  "formula": "C2H4N2OS",
  "method": "ωB97M-V with the def2-TZVPD basis set",
  "elements": ["C", "C", "H", "H", "H", "H", "N", "N", "O", "S"],
  "coordinates": [[0.152, 0.622, -0.529], [-0.982, -0.066, 0.302], [0.709, -1.694, 0.388], [2.509, -1.722, -0.021], [0.087, 1.690, -0.399], [-1.576, 2.394, 0.285], [1.185, -1.352, -0.547], [1.234, 0.008, -0.831], [-1.133, -1.241, 0.480], [-2.185, 1.361, 0.873]],
  "orbital_gap_ev": 9.128,
  "multiplicity": 1,
  "e_homo_ev": -9.650,
  "de_lowest_kcal_mol": 121.0
}



3.
{
  "formula": "C2H4N2OS",
  "method": "ωB97M-V with the def2-TZVPD basis set",
  "elements": ["N", "C", "S", "N", "C", "O", "H", "H", "H", "H"],
  "coordinates": [[0.600, -0.121, 1.447], [0.738, -0.767, 0.300], [1.779, -1.984, 0.365], [-0.044, -0.585, -0.779], [-0.885, 0.821, -1.139], [-1.232, 1.457, -0.188], [0.050, 0.754, 1.423], [1.357, -0.378, 2.132], [0.071, -1.323, -1.389], [-0.815, 0.987, -2.180]],
  "orbital_gap_ev": 8.123,
  "smiles": "NC(=S)NC=O",
  "multiplicity": 1,
  "e_homo_ev": -8.217,
  "de_lowest_kcal_mol": 44.2
}



4.
{
  "formula": "C2H4N2OS",
  "method": "ωB97M-V with the def2-TZVPD basis set",
  "elements": ["C", "N", "O", "C", "N", "S", "H", "H", "H", "H"],
  "coordinates": [[2.860, -0.667, -0.001], [2.097, 0.341, 0.004], [0.756, -0.056, -0.003], [-0.072, 1.035, -0.004], [-1.326, 0.932, -0.001], [-1.989, -0.642, -0.001], [3.940, -0.478, -0.001], [2.495, -1.694, 0.003], [0.450, 1.977, 0.010], [-3.237, -0.208, 0.026]],
  "orbital_gap_ev": 9.734,
  "smiles": "C=NO/C=N\\S",
  "multiplicity": 1,
  "e_homo_ev": -8.761,
  "de_lowest_kcal_mol": 84.3
}



5.
{
  "formula": "C2H4N2OS",
  "method": "ωB97M-V with the def2-TZVPD basis set",
  "elements": ["C", "C", "N", "N", "O", "S", "H", "H", "H", "H"],
  "coordinates": [[2.373, 0.223, -0.027], [-1.214, -0.129, 0.444], [2.289, 1.410, -0.031], [-0.889, -1.258, -0.138], [2.590, -0.901, 0.132], [-2.757, 0.501, 0.006], [-2.674, 1.536, 0.841], [1.736, 2.075, -0.520], [0.003, -1.670, 0.092], [-1.456, -1.786, -0.798]],
  "orbital_gap_ev": [6.389, 8.269],
  "multiplicity": 3,
  "e_homo_ev": [-5.655, -9.446],
  "de_lowest_kcal_mol": 24.9
}



6.
{
  "formula": "C2H4N2OS2",
  "method": "ωB97M-V with the def2-TZVPD basis set",
  "elements": ["S", "N", "C", "O", "C", "N", "S", "H", "H", "H", "H"],
  "coordinates": [[2.260, 2.393, 1.613], [1.123, 2.268, 0.241], [0.407, 1.208, 0.047], [0.219, -0.082, 1.000], [-0.286, -1.138, 0.151], [-0.746, -0.890, -1.058], [-1.515, -2.417, -1.605], [1.934, 1.169, 2.021], [-0.331, 1.029, -0.893], [-0.534, -1.854, 0.880], [-2.531, -1.686, -2.397]],
  "orbital_gap_ev": 9.644,
  "smiles": "S/N=C\\O/C=N/S",
  "multiplicity": 1,
  "e_homo_ev": -9.216,
  "de_lowest_kcal_mol": 92.4
}



7.
{
  "formula": "C2H4N2OS2",
  "method": "ωB97M-V with the def2-TZVPD basis set",
  "elements": ["C", "N", "S", "C", "S", "N", "O", "H", "H", "H", "H"],
  "coordinates": [[1.109, 1.544, 2.440], [0.665, 1.486, 1.075], [-0.748, 0.518, 0.879], [-0.324, -0.374, -0.792], [-1.478, -0.752, -1.838], [0.999, -0.525, -1.059], [1.790, -1.318, 0.022], [0.552, 1.312, 3.512], [2.013, 2.182, 2.861], [1.256, -1.066, -1.806], [1.114, -1.905, 0.597]],
  "orbital_gap_ev": 8.175,
  "smiles": "C=NSC(=S)NO",
  "multiplicity": 1,
  "e_homo_ev": -8.929,
  "de_lowest_kcal_mol": 131.1
}



8.
{
  "formula": "C2H4N2OS2",
  "method": "ωB97M-V with the def2-TZVPD basis set",
  "elements": ["O", "N", "C", "N", "S", "C", "S", "H", "H", "H", "H"],
  "coordinates": [[-0.672, 0.690, 1.658], [0.316, 1.514, 1.027], [0.646, 1.137, -0.129], [0.039, -0.042, -0.718], [-1.657, -0.124, -0.912], [0.658, -1.207, -0.814], [0.185, -2.564, -1.613], [-0.764, 1.131, 2.597], [1.352, 1.892, -0.660], [-1.884, -1.271, 0.074], [1.781, -1.155, -0.511]],
  "orbital_gap_ev": 8.384,
  "smiles": "O/N=C\\N(S)C=S",
  "multiplicity": 1,
  "e_homo_ev": -8.292,
  "de_lowest_kcal_mol": 91.4
}